No. 1
A structure of composition C2H27FHfO12 at a distorted geometry, computed with ωB97M-V/def2-TZVPD.

```
! RIJCOSX wB97M-V def2-TZVPD def2/J DEFGRID3
* xyz 2 1
Hf 0.940 23.945 -6.820
F -0.379 22.012 -7.602
C -1.698 26.271 -10.247
C -0.966 24.985 -9.875
O -0.583 24.836 -8.555
H -2.480 26.473 -9.515
H -2.157 26.064 -11.215
H -0.986 27.093 -10.180
H -0.154 24.914 -10.598
H -1.541 24.156 -10.289
O -1.022 21.149 -10.037
H -1.318 20.274 -9.784
H -0.761 21.561 -9.214
O -0.706 25.023 -14.068
H 0.180 25.374 -13.979
H -1.271 25.702 -13.699
O -2.446 27.582 -7.247
H -1.831 28.268 -6.988
H -2.217 27.384 -8.155
O 0.158 26.351 -6.237
H -0.775 26.560 -6.271
H 0.564 27.126 -5.850
O -3.752 23.257 -11.039
H -3.391 22.949 -11.871
H -3.031 23.731 -10.626
O -4.626 28.923 -8.137
H -3.747 28.570 -7.997
H -5.179 28.437 -7.526
O -1.459 29.342 -9.390
H -0.511 29.272 -9.501
H -1.810 29.270 -10.278
O -3.616 21.866 -8.711
H -4.471 21.434 -8.714
H -3.548 22.268 -9.577
O -1.252 29.055 -12.403
H -2.017 28.482 -12.341
H -1.297 29.421 -13.286
O 2.168 25.750 -7.931
H 3.088 25.998 -8.022
H 1.706 26.312 -8.552
O -3.464 24.323 -6.973
H -2.698 24.813 -7.274
H -4.111 24.996 -6.761
*
```

Computed properties:
Frontier orbital gap ... 0.1031 hartree
Electronic energy ... -31082.449 eV
E_HOMO ... -14.919 eV

---

No. 2
A cluster of 12 separate species, C2H28NO11 in total at a distorted geometry, computed with ωB97M-V/def2-TZVPD.

```
! RIJCOSX wB97M-V def2-TZVPD def2/J DEFGRID3
* xyz 1 1
C 0.631 1.323 2.709
C 0.716 -1.022 3.106
N 0.254 -0.046 2.380
H -0.076 2.177 2.649
H 1.521 1.539 1.865
H 0.908 1.408 3.795
H 1.373 -0.871 3.937
H 0.477 -2.093 3.008
H -0.533 -0.274 1.686
H -2.604 -1.200 1.768
H -2.320 -0.768 0.206
O -2.033 -0.761 1.157
H 1.362 1.263 -2.943
H -0.113 0.795 -2.988
O 0.717 0.683 -3.407
H -2.850 2.300 1.378
H -2.111 0.917 1.091
O -1.984 1.949 1.171
H -2.207 -3.543 1.608
H -0.914 -3.272 1.029
O -1.306 -3.576 1.950
H -2.918 0.221 -2.068
H -2.558 -1.431 -2.067
O -2.716 -0.641 -1.507
H 2.821 -0.813 0.149
H 4.048 -1.267 1.039
O 3.263 -0.709 0.949
H 1.394 -2.249 0.365
H 0.406 -2.373 -0.845
O 0.542 -2.294 0.139
H 3.050 2.882 -2.066
H 2.422 1.742 -1.132
O 2.314 2.193 -1.970
H -0.980 2.360 -1.701
H -1.112 2.489 -3.339
O -1.313 1.922 -2.537
H 0.520 3.311 -0.088
H -0.668 2.379 0.482
O 0.218 2.358 -0.043
H 0.963 -2.170 -3.269
H 0.977 -0.721 -2.814
O 1.031 -1.652 -2.438
*
```

Computed properties:
Frontier orbital gap ... 0.3564 hartree
Electronic energy ... -26533.958 eV
E_HOMO ... -13.334 eV

---

No. 3
A structure of composition C2H29HfO13 at a distorted geometry, computed with ωB97M-V/def2-TZVPD.

```
! RIJCOSX wB97M-V def2-TZVPD def2/J DEFGRID3
* xyz 3 1
Hf -0.606 0.939 4.435
C -0.311 -0.276 0.059
C 0.666 -0.080 1.210
O 0.155 0.800 2.215
H -1.302 -0.711 0.188
H 0.151 -0.985 -0.634
H -0.495 0.658 -0.473
H 1.617 0.319 0.839
H 0.956 -1.000 1.727
O 3.411 -0.253 -1.708
H 4.221 -0.643 -2.060
H 2.803 -0.996 -1.621
O 1.318 2.382 -2.498
H 0.349 2.484 -2.419
H 1.682 2.769 -1.686
O 4.851 -0.967 0.908
H 5.552 -0.965 0.244
H 4.078 -0.627 0.443
O 0.608 3.172 0.115
H 0.255 3.925 0.604
H 0.444 2.415 0.688
O -2.323 -0.280 3.176
H -3.238 -0.149 3.483
H -2.330 -1.148 2.743
O -3.307 0.319 -2.374
H -3.287 -0.555 -1.945
H -4.242 0.546 -2.409
O 1.928 0.518 4.336
H 2.221 0.288 3.441
H 2.667 0.266 4.915
O -4.125 -1.929 -1.121
H -4.626 -1.472 -0.436
H -3.370 -2.315 -0.664
O -1.486 2.366 -3.021
H -2.130 1.645 -2.861
H -1.964 2.980 -3.597
O 0.391 -2.485 -3.443
H 0.918 -1.687 -3.329
H 1.006 -3.129 -3.819
O 1.270 -4.148 1.067
H 1.136 -5.103 1.040
H 0.880 -3.876 1.902
O -2.325 2.614 0.596
H -1.695 1.994 0.217
H -2.371 2.384 1.527
*
```

Computed properties:
Frontier orbital gap ... 0.0705 hartree
Electronic energy ... -30429.600 eV
E_HOMO ... -18.172 eV

---

No. 4
A structure of composition C2H2AgCl6F3V at a distorted geometry, computed with ωB97M-V/def2-TZVPD.

```
! RIJCOSX wB97M-V def2-TZVPD def2/J DEFGRID3
* xyz 0 6
Ag -19.358 -19.178 13.836
V -18.001 -21.736 15.516
F -17.558 -19.640 15.148
F -18.769 -21.483 13.305
F -20.351 -20.558 15.341
C -16.960 -17.788 18.140
Cl -17.948 -16.593 18.943
Cl -16.333 -18.954 19.262
Cl -15.740 -16.906 17.210
H -17.540 -18.452 17.500
C -14.333 -19.385 14.086
Cl -14.923 -17.777 14.449
Cl -13.726 -20.216 15.579
Cl -13.101 -19.340 12.814
H -15.140 -20.007 13.699
*
```

Computed properties:
Frontier orbital gap (alpha / beta) ... 0.1770 / 0.1990 hartree
Electronic energy ... -115074.712 eV
E_HOMO (alpha / beta) ... -6.651 / -10.508 eV
Expectation value of S² ... 8.7657

---

No. 5
A structure of composition C2H2AgFLiO2 at a distorted geometry, computed with ωB97M-V/def2-TZVPD.

```
! RIJCOSX wB97M-V def2-TZVPD def2/J DEFGRID3
* xyz 0 2
F -2.352 0.902 0.059
C -0.984 1.136 0.258
C -0.648 2.435 0.219
H 0.410 2.706 0.185
H -1.393 3.237 0.151
O 0.465 -2.093 0.680
O 1.607 -1.591 1.556
Li 2.149 -2.328 -0.023
Ag 0.149 -0.305 1.410
*
```

Computed properties:
Frontier orbital gap (alpha / beta) ... 0.2697 / 0.2518 hartree
Electronic energy ... -13116.858 eV
E_HOMO (alpha / beta) ... -8.270 / -8.248 eV
Expectation value of S² ... 0.7566

---

No. 6
A structure of composition C2H2AgFO2 at a distorted geometry, computed with ωB97M-V/def2-TZVPD.

```
! RIJCOSX wB97M-V def2-TZVPD def2/J DEFGRID3
* xyz 0 3
H -1.370 0.012 1.435
O -0.019 1.157 0.160
C -0.945 0.280 0.360
C -0.457 -1.170 0.330
O 0.744 -1.371 0.110
F -2.033 0.329 -0.548
H -1.200 -1.978 0.199
Ag 1.832 0.481 -0.278
*
```

Computed properties:
Frontier orbital gap (alpha / beta) ... 0.1799 / 0.2446 hartree
Electronic energy ... -12912.066 eV
E_HOMO (alpha / beta) ... -6.019 / -9.332 eV
Expectation value of S² ... 2.0072

---

No. 7
A structure of composition C2H2AuLiO2 at a distorted geometry, computed with ωB97M-V/def2-TZVPD.

```
! RIJCOSX wB97M-V def2-TZVPD def2/J DEFGRID3
* xyz 2 3
C 1.485 -0.036 -0.206
C 0.273 0.626 -0.313
O -0.844 0.007 -0.437
O 1.495 -1.446 -0.261
H 2.356 0.600 0.054
Au -3.756 -1.026 0.070
Li -1.294 -0.454 1.341
H 0.285 1.729 -0.249
*
```

Computed properties:
Frontier orbital gap (alpha / beta) ... 0.1892 / 0.2448 hartree
Electronic energy ... -10074.385 eV
E_HOMO (alpha / beta) ... -18.072 / -19.580 eV
Expectation value of S² ... 2.0112

---

No. 8
The ion C2H2BO3 with charge -1 at a distorted geometry, computed with ωB97M-V/def2-TZVPD.

```
! RIJCOSX wB97M-V def2-TZVPD def2/J DEFGRID3
* xyz -1 1
B 0.889 -0.872 -0.461
C -0.563 -0.256 -0.534
O -1.612 -0.278 -1.160
C -0.513 0.907 0.714
O 0.072 1.917 0.440
O -1.055 0.490 1.724
H 0.970 -1.653 0.435
H 1.812 -0.255 -1.159
*
```

Computed properties:
Frontier orbital gap ... 0.2479 hartree
Electronic energy ... -8925.124 eV
SMILES ... BC(=O)C(=O)[O-]
E_HOMO ... -3.331 eV